# C20H15BrN4O2SZn

A structure of composition C20H15BrN4O2SZn (ωB97M-V/def2-TZVPD, the OMol25 dataset).

As for the orbital gap: 0.301 Eh. The relative energy (zero: lowest compared OMol25 entry of this formula, charge and spin) is 0.00 kJ/mol. Its lowest unoccupied orbital energy is 0.2 eV.

Structure (ORCA input):
```
! wB97M-V def2-TZVPD RIJCOSX def2/J DEFGRID3
* xyz 0 1
Zn 0.21934 -0.83817 -0.60610
N -0.61895 5.85514 4.28974
C -0.41322 4.85655 3.35476
C 0.50726 3.83567 3.59755
C 0.74393 2.86481 2.64141
C 0.06581 2.91159 1.43445
C -0.85313 3.92268 1.17534
C -1.09010 4.88758 2.12886
S 0.33392 1.69404 0.21513
O 1.33414 0.74212 0.73323
O 0.64024 2.32012 -1.03630
N -0.99722 0.81321 -0.00270
C -1.45220 0.12268 1.11129
N -2.08220 0.73363 2.11217
C -2.46481 -0.03673 3.12155
C -2.24952 -1.40809 3.16034
C -1.60205 -1.95593 2.07316
N -1.21076 -1.20373 1.04847
H -0.35393 5.64967 5.23770
H -1.47443 6.37799 4.21170
H 1.04257 3.81075 4.53909
H 1.45290 2.06918 2.82462
H -1.37804 3.94368 0.22938
H -1.80132 5.68077 1.93284
H -2.96541 0.46793 3.94117
H -2.57281 -2.01401 3.99272
H -1.39106 -3.01643 2.00299
Br 2.78620 -1.97314 -0.45657
C 2.46039 -2.85800 -2.11587
C 3.47208 -3.62829 -2.60298
C 3.30027 -4.30122 -3.83122
C 2.12807 -4.17729 -4.51359
C 1.07226 -3.37717 -4.01076
C -0.14296 -3.25714 -4.72847
C -1.15636 -2.48569 -4.24650
C -0.99678 -1.79421 -3.02454
C 0.15497 -1.86919 -2.27882
C 1.21452 -2.68066 -2.77975
H 4.39868 -3.72150 -2.05443
H 4.10586 -4.90981 -4.21981
H 1.98327 -4.68987 -5.45703
H -0.24544 -3.78921 -5.66683
H -2.08357 -2.39635 -4.79889
H -1.82043 -1.17795 -2.67851
*
```

Atomic partial charges in e from the Löwdin method, atoms 1 to 5: atom 1 (Zn): 0.687, atom 2 (N): 0.101, atom 3 (C): -0.317, atom 4 (C): -0.027, atom 5 (C): -0.056

# C20H15N5OS2

The molecule C20H15N5OS2 (ωB97M-V/def2-TZVPD, the OMol25 dataset).

As for the orbital gap: 0.313 Eh. The relative energy (zero: lowest compared OMol25 entry of this formula, charge and spin) is 0.00 kJ/mol. Its lowest unoccupied orbital energy is 0.1 eV.

Structure (ORCA input):
```
! wB97M-V def2-TZVPD RIJCOSX def2/J DEFGRID3
* xyz 0 1
C 1.37601 1.55079 2.91707
C 1.27145 2.59518 2.11834
C -0.04535 3.16234 1.67509
N -0.31476 2.76907 0.29481
C -0.79225 1.51506 0.09024
N -1.11763 0.63826 0.99657
N -1.54507 -0.46263 0.35263
C -1.47706 -0.25025 -0.92866
N -0.99996 1.01863 -1.18156
C -0.75065 1.78105 -2.31024
C -0.96541 1.31573 -3.60296
C -0.69693 2.14115 -4.67749
C -0.21656 3.42929 -4.47979
C -0.00257 3.89272 -3.19891
C -0.26594 3.07944 -2.09783
C -0.01211 3.62047 -0.74762
O 0.42460 4.73423 -0.54344
H 0.37037 4.88777 -3.00994
H -0.01166 4.06533 -5.32675
H -0.86573 1.77518 -5.67855
H -1.33999 0.31677 -3.75947
S -1.87976 -1.44220 -2.12271
C -2.20309 -2.83862 -1.00295
C -1.07239 -3.11008 -0.08641
N -1.22090 -3.57409 1.08999
C -0.03008 -3.75130 1.73090
C 0.13896 -4.22774 3.02698
C 1.41690 -4.34246 3.53138
C 2.52749 -3.99213 2.76624
C 2.38459 -3.51792 1.47676
C 1.10423 -3.40046 0.96527
S 0.60152 -2.84021 -0.59915
H 3.24234 -3.24518 0.88170
H 3.51680 -4.09104 3.18707
H 1.56297 -4.70876 4.53643
H -0.72914 -4.49291 3.60828
H -2.38464 -3.68587 -1.66843
H -3.09785 -2.62607 -0.41825
H -0.02462 4.25461 1.68876
H -0.85735 2.77559 2.29259
H 2.14501 3.07851 1.70163
H 2.33243 1.14695 3.20308
H 0.50377 1.05581 3.30930
*
```

Atomic partial charges in e from the Löwdin method, atoms 1 to 5: atom 1 (C): 0.016, atom 2 (C): -0.155, atom 3 (C): -0.130, atom 4 (N): 0.063, atom 5 (C): -0.277

# C20H16AuNO5P

A structure of composition C20H16AuNO5P (ωB97M-V/def2-TZVPD, the OMol25 dataset).

As for the orbital gap: 0.284 Eh. The relative energy (zero: lowest compared OMol25 entry of this formula, charge and spin) is 213.81 kJ/mol. Its lowest unoccupied orbital energy is 2.5 eV.

Structure (ORCA input):
```
! wB97M-V def2-TZVPD RIJCOSX def2/J DEFGRID3
* xyz -1 1
Au -0.13677 0.80531 -0.21587
N 1.91521 0.23052 0.15953
C 2.76673 -0.90542 -0.12562
C 4.11638 -0.65855 -0.34444
C 4.98668 -1.70703 -0.59894
C 4.50780 -3.00823 -0.62737
C 3.16259 -3.25615 -0.40079
C 2.27337 -2.21427 -0.15220
P 0.47259 -2.35486 0.07143
C 0.37040 -2.13964 1.89631
C 1.47258 -2.15702 2.74881
C 1.31118 -1.99000 4.11900
C 0.04314 -1.81335 4.65284
C -1.06144 -1.80038 3.81026
C -0.90062 -1.95495 2.44210
C 0.23293 -4.17428 -0.06063
C 0.19598 -5.06130 1.01230
C 0.00322 -6.42014 0.79935
C -0.14752 -6.91236 -0.48887
C -0.11952 -6.03694 -1.56610
C 0.05626 -4.67899 -1.34963
H 2.11372 1.15935 -0.33096
H 1.95760 0.47023 1.14951
H 4.47503 0.36333 -0.31678
H 6.03628 -1.50643 -0.77206
H 5.18306 -3.83215 -0.82171
H 2.79093 -4.27346 -0.41850
H 2.46716 -2.30753 2.34601
H 2.17885 -2.00127 4.76751
H -0.08371 -1.67990 5.72003
H -2.05436 -1.65408 4.21639
H -1.75735 -1.92041 1.77602
H 0.31561 -4.68937 2.02177
H -0.02986 -7.09584 1.64527
H -0.29959 -7.97196 -0.65246
H -0.25446 -6.40980 -2.57375
H 0.04304 -3.99099 -2.18783
O -3.93500 2.04645 -0.68629
C -2.92225 1.40765 -0.53087
O -1.73652 1.96322 -0.46087
C -2.92192 -0.14156 -0.36605
O -3.96755 -0.76035 -0.36967
O -1.74279 -0.65566 -0.23448
O 0.98632 2.33246 -0.32972
*
```

Atomic partial charges in e from the Löwdin method, atoms 1 to 5: atom 1 (Au): 1.180, atom 2 (N): -0.066, atom 3 (C): -0.300, atom 4 (C): -0.032, atom 5 (C): -0.094

# C20H16BrI2N2O2Ti

A structure of composition C20H16BrI2N2O2Ti (ωB97M-V/def2-TZVPD, the OMol25 dataset).

As for the orbital gap (spin up / spin down): 0.279 / 0.265 Eh. The expectation value of S² is 0.765. The relative energy (zero: lowest compared OMol25 entry of this formula, charge and spin) is 54.42 kJ/mol. Its lowest unoccupied orbital energy (spin up / spin down) is -7.0 / -7.5 eV.

Structure (ORCA input):
```
! wB97M-V def2-TZVPD RIJCOSX def2/J DEFGRID3
* xyz 2 2
Ti -1.01993 -0.71059 -0.53740
C -1.35693 3.02152 1.89684
C -0.29563 2.04496 2.30293
N 0.49558 2.34646 3.31988
C 1.45080 1.51119 3.70391
C 1.75002 0.31923 3.05836
C 2.94671 -0.45643 3.56597
O 2.88614 -1.85221 3.33436
C 0.94375 -0.03174 1.95063
C 1.22379 -1.20625 1.16902
N 0.52147 -1.57551 0.12722
C 0.81142 -2.81234 -0.51770
C 2.09074 -3.14386 -0.95555
C 2.32370 -4.37907 -1.53653
C 1.29291 -5.29701 -1.68572
C 0.00897 -4.98618 -1.25615
C -0.20922 -3.75180 -0.68218
I -2.17671 -3.22008 0.03618
C -0.14185 0.82977 1.63115
O -1.01809 0.48058 0.66616
H -1.30367 3.88240 2.55653
H -2.35079 2.57585 1.96502
H -1.20826 3.35327 0.86678
H 2.01241 1.81443 4.58112
H 3.04892 -0.24575 4.63083
H 3.83809 -0.04909 3.07531
H 3.00548 -2.32825 4.16034
H 2.05158 -1.83111 1.48375
H 2.89015 -2.42163 -0.84132
H 3.31903 -4.63030 -1.87674
H 1.48351 -6.26137 -2.13590
H -0.79410 -5.70384 -1.35403
Br -3.03093 -0.06525 -2.03991
C -2.65401 1.72081 -2.66684
C -3.73266 2.51886 -2.99625
C -3.50507 3.81649 -3.42978
C -2.21100 4.30630 -3.51306
C -1.12973 3.50029 -3.18416
C -1.35840 2.20178 -2.76759
I 0.33630 0.94913 -2.39231
H -4.73783 2.12578 -2.91709
H -4.34662 4.43899 -3.69919
H -2.03014 5.31978 -3.84381
H -0.11989 3.88178 -3.25309
*
```

Atomic partial charges in e from the Löwdin method, atoms 1 to 5: atom 1 (Ti): 0.311, atom 2 (C): 0.006, atom 3 (C): -0.242, atom 4 (N): 0.162, atom 5 (C): -0.050

# C20H16BrO4S3

The ion C20H16BrO4S3 with charge -1 (ωB97M-V/def2-TZVPD, the OMol25 dataset).

As for the orbital gap: 0.249 Eh. Its lowest unoccupied orbital energy is 2.6 eV.

Structure (ORCA input):
```
! wB97M-V def2-TZVPD RIJCOSX def2/J DEFGRID3
* xyz -1 1
C 1.74986 -3.43750 2.53563
C 2.15232 -2.72295 1.40401
C 2.02438 -1.33857 1.36864
C 1.48258 -0.67202 2.46449
S 1.29248 1.10688 2.36332
C -0.27133 1.45940 1.61356
C -0.40033 2.83799 1.06598
S -1.40827 0.29086 1.04797
C -2.41017 -0.45156 2.34174
C -2.36772 -1.83941 2.47714
C -3.38276 -2.49984 3.17872
C -4.42585 -1.77564 3.76188
C -4.43024 -0.37830 3.67061
C -3.42785 0.28794 2.96329
O -2.41856 1.03196 0.30982
O -0.69792 -0.79768 0.39377
O 1.29111 1.60534 3.72610
O 2.31591 1.52637 1.41788
C 1.16802 -1.35748 3.63770
C 1.27964 -2.74907 3.65992
H 1.81142 -4.52952 2.54594
H 2.56283 -3.23675 0.53401
H 2.33949 -0.76633 0.49776
H -1.44821 3.15081 1.10431
H 0.24467 3.47055 1.68912
H -1.56664 -2.39625 1.99157
H -3.36208 -3.58738 3.23293
H -5.24288 -2.30107 4.26666
H -5.24153 0.19256 4.12431
H -3.44007 1.37370 2.86155
H 0.82022 -0.79705 4.50476
H 0.99976 -3.29271 4.56457
Br -1.50727 -0.02757 -5.71822
C -1.21582 0.63041 -3.95310
C -2.11108 1.55986 -3.38492
C -1.75810 2.20569 -2.20109
C -0.49281 1.98854 -1.62904
S 0.18836 3.23974 -0.63402
C 0.29629 0.91160 -2.07776
C -0.05093 0.26209 -3.26572
H -3.04187 1.80905 -3.87679
H -2.40715 2.93914 -1.72461
H 1.19162 0.65135 -1.51574
H 0.61248 -0.49124 -3.68275
*
```

Atomic partial charges in e from the Löwdin method, atoms 1 to 5: atom 1 (C): -0.093, atom 2 (C): -0.079, atom 3 (C): -0.070, atom 4 (C): -0.283, atom 5 (S): 0.663

In the order shown, the computed max |F| values come out to 0.47, 1.44, 0.74, 3.95, 2.03 eV/Å.